Entry 1:
20
Properties=species:S:1:pos:R:3 method="wB97M-V/def2-TZVPD" homo_lumo_gap_ha=0.4305 homo_ev=-15.1757 energy_ha=-290.54312 de_lowest_kcal_mol=20.1 e_lumo_ha=-0.1272 total_charge=+1
C 1.0237 0.0472 -1.2637
C -0.2608 0.8980 -1.1997
C -1.5530 0.1017 -0.8461
C -1.5503 -0.8437 0.3596
N 1.4465 -0.6207 -0.0024
H 1.0238 -0.7074 -2.0545
H 1.8776 0.6512 -1.5806
H -0.1476 1.6549 -0.4265
H -0.3732 1.1445 -2.2496
H -2.3224 0.8533 -0.6557
H -1.8577 -0.4649 -1.7289
H -0.9205 -0.3507 1.1017
H -1.0444 -1.7971 0.1864
H -2.5449 -0.9959 0.7478
H 1.0523 -1.5228 0.2865
H 1.4080 -0.0186 0.8426
H 2.4558 -0.8238 0.0465
H 1.2305 0.3279 3.0700
H 0.2729 1.5513 2.9322
O 0.7834 0.9154 2.4345


Entry 2:
20
Properties=species:S:1:pos:R:3 method="wB97M-V/def2-TZVPD" homo_lumo_gap_ha=0.4318 homo_ev=-14.7825 energy_ha=-290.49644 de_lowest_kcal_mol=49.4 e_lumo_ha=-0.1114 total_charge=+1
C 1.5821 -0.9369 0.9318
C 0.3940 -0.3744 0.1672
C -0.8228 -1.1710 0.2984
C -1.0084 -2.3156 -0.7570
N 0.2848 1.1409 0.8832
H 1.9139 -1.9379 0.5783
H 1.2833 -1.3216 2.0261
H 2.4515 -0.2444 1.1449
H 0.6668 -0.3072 -0.9623
H -0.9106 -1.7542 1.2737
H -1.9074 -0.7692 0.5444
H -1.8897 -3.0331 -0.5087
H -0.9632 -2.0633 -1.9180
H -0.0695 -3.0010 -0.6628
H -0.5788 1.1563 1.3652
H 1.1303 1.1823 1.4640
H 0.3678 1.9002 0.2007
H -0.2096 2.7786 -2.2685
H -1.1516 3.6897 -1.4921
O -0.3746 3.0657 -1.3512